C32H42CdN5O4PS as an isolated structure. Source: the OMol25 dataset; level of theory: the ωB97M-V functional and the def2-TZVPD basis.

Geometry as ORCA input:
```
! wB97M-V def2-TZVPD RIJCOSX def2/J DEFGRID3
* xyz 0 1
Cd 1.283 0.651 -0.585
S 0.897 -4.373 -0.253
P -2.314 1.083 -0.888
O 0.483 1.247 -4.510
O 0.041 4.922 -1.919
O -1.097 0.925 -0.010
O -3.595 0.398 -0.550
N -1.837 -1.053 -2.305
N 2.734 -0.595 1.389
N -1.446 3.589 -0.294
N -0.106 -2.007 -0.326
N 0.210 2.848 -2.877
C -2.061 -4.252 2.528
C 2.621 -1.997 1.744
C -2.487 -2.920 2.352
C 3.352 -1.361 -3.959
C -1.032 -4.807 1.795
C 2.246 1.716 2.165
C -1.863 0.427 -2.540
C 1.697 -2.234 -1.932
C 1.886 -0.844 -2.067
C 2.026 4.442 1.690
C -3.669 -2.386 3.160
C 0.811 -2.741 -0.872
C 1.332 4.667 -3.952
C 0.660 2.379 -4.096
C 1.376 3.471 -4.890
C 4.092 -0.297 0.957
C -0.399 -4.010 0.846
C 2.725 -0.454 -3.116
C 2.320 -3.158 -2.777
C -3.502 -2.734 4.645
C 3.151 -2.725 -3.792
C 1.711 3.514 0.701
C 2.576 2.636 3.155
C 1.798 2.133 0.906
C 0.466 4.158 -2.815
C -1.844 -2.139 1.410
C 2.331 0.244 2.509
C -2.515 2.904 -1.074
C -4.951 -3.040 2.625
C -0.802 -2.688 0.662
C -3.803 -0.867 3.027
C 2.458 4.000 2.930
H -4.029 -0.562 2.004
H 2.717 4.706 3.709
H 3.018 0.107 3.363
H -2.110 -1.107 1.227
H 2.139 -4.220 -2.650
H 2.913 -2.615 0.895
H 3.271 -2.259 2.595
H 1.347 -0.106 2.838
H 2.908 0.600 -3.287
H 2.931 2.280 4.117
H -3.500 3.195 -0.717
H -1.076 -1.289 -1.611
H -2.889 -0.357 3.341
H 4.331 -0.893 0.075
H -1.679 -1.578 -3.161
H 1.419 3.900 -0.269
H -2.408 3.193 -2.119
H 4.178 0.758 0.697
H -3.574 -3.808 4.827
H 0.908 5.576 -4.376
H 4.826 -0.522 1.747
H 3.998 -1.003 -4.752
H -5.112 -2.770 1.580
H -0.887 0.736 -2.903
H -2.557 -4.874 3.263
H 1.590 -2.234 2.016
H -4.289 -2.251 5.227
H 3.630 -3.439 -4.449
H -2.538 -2.389 5.023
H -2.726 -1.323 -1.869
H -2.623 0.643 -3.290
H 0.828 3.633 -5.818
H -4.899 -4.128 2.695
H -0.854 2.860 0.140
H -5.816 -2.703 3.202
H -4.618 -0.521 3.665
H 2.377 3.134 -5.158
H -0.810 4.194 -0.965
H -0.732 -5.834 1.958
H 2.308 4.924 -3.537
H -1.822 4.171 0.448
H 1.951 5.503 1.481
*
```

E_LUMO (eV): 0.13
ΔE to the lowest compared entry with this formula, charge and spin (kcal per mole): 9.2
F_max (Eh/bohr): 0.0077
Highest occupied orbital energy (eV): -8.157
Gap between HOMO and LUMO (eV): 8.289
DFT total energy (Eh): -2726.73241

***

C23H22BeN3O2 as an isolated structure in a non-equilibrium geometry. Source: the OMol25 dataset; level of theory: the ωB97M-V functional and the def2-TZVPD basis.

Geometry as ORCA input:
```
! wB97M-V def2-TZVPD RIJCOSX def2/J DEFGRID3
* xyz -1 1
O 0.338 0.459 3.700
O 1.328 2.197 -2.769
N 0.235 1.533 0.445
N 0.316 -0.651 1.613
N 0.475 0.275 -1.695
C 2.375 -1.836 -1.438
C 1.830 -2.419 -3.819
C 0.638 1.640 1.707
C 0.920 2.214 -0.469
C 2.427 -1.827 3.349
C -1.178 -3.944 2.327
C -2.001 -2.093 0.841
C 1.465 2.655 2.162
C 0.675 -0.512 -2.790
C -0.081 -0.382 -3.984
C 0.907 1.555 -1.801
C -0.245 -4.510 3.187
C 1.998 3.524 1.206
C 1.618 -1.571 -2.719
C -0.984 -2.652 1.809
C 1.134 -2.513 2.987
C 1.121 -2.239 -5.001
C 0.389 0.394 2.469
C -1.143 0.677 -4.130
C 0.171 -1.227 -5.081
C 1.766 3.266 -0.149
C 0.904 -3.799 3.512
C 0.161 -1.890 2.162
Be 0.000 0.000 0.000
H 3.209 -2.566 3.563
H -2.060 -4.509 2.047
H 3.176 -2.567 -1.596
H -1.710 0.810 -3.202
H 2.688 4.305 1.502
H -0.404 -5.504 3.586
H -1.544 -1.931 -0.141
H 1.699 -2.242 -0.680
H 2.850 -0.923 -1.064
H 1.758 2.687 3.202
H 2.552 -3.225 -3.744
H 1.296 -2.893 -5.846
H -2.840 -2.783 0.702
H 1.411 -0.219 0.007
H -1.872 0.394 -4.898
H 1.641 -4.249 4.168
H 2.296 3.789 -0.935
H -2.414 -1.151 1.217
H -0.392 -1.096 -5.999
H 2.806 -1.214 2.525
H 2.295 -1.207 4.240
H -0.694 1.630 -4.425
*
```

E_LUMO (alpha / beta) (eV): 2.87 / 2.87
F_max (Eh/bohr): 0.0610
Highest occupied orbital energy (alpha / beta) (eV): -2.389 / -3.234
Gap between HOMO and LUMO (alpha / beta) (eV): 5.255 / 6.100
DFT total energy (Eh): -1219.22065

***

A 2-piece molecular cluster, C4H16N3O overall in a non-equilibrium geometry. Source: the OMol25 dataset; level of theory: the ωB97M-V functional and the def2-TZVPD basis.

Geometry as ORCA input:
```
! wB97M-V def2-TZVPD RIJCOSX def2/J DEFGRID3
* xyz 1 1
O 1.870 -1.216 -1.629
N -0.444 0.767 0.308
N 1.934 -0.745 1.520
N -1.203 -0.484 -2.081
C 1.295 0.554 2.054
C -1.870 0.830 -1.543
C -0.229 0.394 1.844
C -1.843 0.605 -0.041
H 2.755 -1.016 2.116
H -1.558 -1.333 -1.484
H -2.217 -0.343 0.354
H -1.247 1.666 -1.806
H 0.259 0.239 -0.350
H 1.250 -1.502 2.004
H 2.175 -1.229 -0.633
H -0.490 -0.677 2.070
H -1.503 -0.827 -3.004
H -0.166 -0.454 -1.899
H 2.526 -1.193 -2.185
H 1.461 0.765 3.085
H -2.376 1.419 0.463
H -0.834 0.926 2.635
H 1.780 1.392 1.508
H -2.910 0.829 -1.950
*
```

E_LUMO (eV): -3.21
ΔE to the lowest compared entry with this formula, charge and spin (kcal per mole): 63.7
F_max (Eh/bohr): 0.1842
Highest occupied orbital energy (eV): -12.854
Gap between HOMO and LUMO (eV): 9.646
DFT total energy (Eh): -401.19577

***

An isolated ion of composition C3H11N2S and charge +1 in a non-equilibrium geometry. Source: the OMol25 dataset; level of theory: the ωB97M-V functional and the def2-TZVPD basis.

Geometry as ORCA input:
```
! wB97M-V def2-TZVPD RIJCOSX def2/J DEFGRID3
* xyz 1 1
S -0.662 0.461 -1.055
N -0.163 -1.998 0.434
N 1.348 -1.568 -1.382
C -0.312 1.850 0.070
C 0.574 -1.069 -0.232
C -1.146 1.814 1.343
H -0.828 -2.539 -0.199
H 0.864 1.976 0.162
H 1.362 -2.540 -1.360
H 1.034 -0.320 0.532
H -0.715 2.608 -0.650
H 0.917 -1.356 -2.327
H 2.278 -1.255 -1.495
H -0.699 -1.647 1.146
H -1.139 2.930 1.632
H -2.190 1.343 1.235
H -0.524 1.307 2.146
*
```

E_LUMO (eV): -3.79
ΔE to the lowest compared entry with this formula, charge and spin (kcal per mole): 62.2
F_max (Eh/bohr): 0.1242
Highest occupied orbital energy (eV): -12.706
Gap between HOMO and LUMO (eV): 8.915
DFT total energy (Eh): -628.27807

***

C29H71N5O14V as an isolated structure in a non-equilibrium geometry. Source: the OMol25 dataset; level of theory: the ωB97M-V functional and the def2-TZVPD basis.

Geometry as ORCA input:
```
! wB97M-V def2-TZVPD RIJCOSX def2/J DEFGRID3
* xyz 0 2
V 0.054 0.142 1.020
O 6.094 -6.506 2.630
O -3.333 3.510 -0.209
O 0.610 -1.363 1.263
O -2.085 7.291 2.318
O 1.773 3.548 -2.200
O -1.817 -4.051 -0.272
O -0.955 2.130 1.651
O -0.912 3.480 -5.123
O -1.819 0.316 2.187
O 2.801 -4.344 -0.248
O -2.679 2.262 2.777
O -4.078 0.072 -2.982
O 1.478 0.682 2.763
O -0.455 0.155 -0.490
N 5.449 -3.760 1.161
N 2.368 0.541 -0.056
N -1.676 0.686 -4.701
N -3.894 5.066 2.104
N -0.640 -6.133 2.679
C -0.071 2.405 -5.422
C 6.688 -4.262 1.857
C -3.431 -0.813 -3.917
C -0.593 4.677 -5.834
C 0.771 4.484 -2.292
C -1.865 -6.846 0.769
C 2.913 0.513 2.444
C 1.751 2.902 -0.935
C -4.667 3.830 0.096
C -4.061 6.279 2.873
C -1.826 1.550 2.268
C 6.873 -5.749 1.736
C -1.475 -4.331 1.112
C -3.446 7.572 2.347
C -0.352 1.241 -4.448
C -3.194 2.301 -0.968
C -5.481 -0.173 -2.995
C -2.591 -2.939 -0.486
C 2.986 -3.797 1.060
C 2.617 -5.814 -0.332
C -1.913 -0.535 -3.924
C 6.698 -6.931 3.886
C -4.652 5.214 0.816
C 2.481 1.543 -1.117
C 1.194 0.471 4.148
C 3.187 1.075 1.028
C -1.261 8.290 1.690
C 4.282 -4.247 1.763
C -0.875 -5.790 1.303
H 0.603 5.000 -1.347
H 1.207 -0.614 4.254
H 3.463 1.046 3.219
H 2.059 0.975 -1.946
H 6.658 -6.092 0.725
H 3.157 2.160 1.128
H -3.602 6.017 3.826
H -1.370 5.432 -5.711
H -0.672 -3.652 1.400
H -3.535 2.446 -1.993
H -0.355 1.487 -3.386
H -5.729 -1.063 -2.417
H -3.634 8.444 2.973
H -0.104 3.935 -2.640
H -1.748 8.833 0.880
H 7.509 -3.790 1.316
H 2.983 -2.712 0.959
H -5.067 6.416 3.268
H 3.150 -0.550 2.480
H -5.661 5.523 1.088
H -2.856 -2.685 -1.512
H -0.454 4.492 -6.900
H 1.989 -6.286 0.423
H 3.526 1.717 -1.372
H 0.026 2.009 -6.433
H -5.130 3.060 0.714
H 4.240 0.808 0.939
H 5.375 -4.085 0.207
H 1.942 0.968 4.766
H -2.822 -6.744 1.280
H -5.915 -0.357 -3.978
H 0.032 -5.514 3.111
H -1.398 -0.573 -2.964
H -1.478 -6.032 3.232
H 0.783 2.783 -0.450
H 4.201 -4.076 2.836
H -3.709 -1.828 -3.631
H -2.338 -4.106 1.738
H 0.984 2.661 -5.326
H -3.526 -3.049 0.063
H -4.237 5.906 0.083
H 2.231 3.637 -0.289
H -1.488 -7.817 1.090
H 2.972 -0.201 -0.379
H -5.236 3.951 -0.826
H 6.705 -3.917 2.891
H 0.862 5.152 -3.148
H 0.330 5.161 -5.513
H 7.935 -5.977 1.835
H -2.010 -2.081 -0.148
H 2.150 -4.083 1.698
H -3.588 1.419 -0.462
H 0.039 -5.953 0.731
H -3.969 -0.770 -4.864
H -0.279 7.911 1.407
H -4.302 4.310 2.635
H -2.056 -6.784 -0.303
H 0.399 0.477 -4.648
H 2.261 -6.044 -1.337
H -2.399 1.335 -4.426
H 7.521 -7.635 3.758
H -1.488 -1.385 -4.460
H -3.851 7.715 1.345
H 4.388 -5.319 1.600
H -2.117 2.144 -0.905
H -6.069 0.638 -2.565
H 3.538 -6.396 -0.337
H -1.130 8.994 2.513
H 5.979 -7.540 4.434
H 6.875 -6.069 4.528
H 0.275 0.974 4.448
*
```

E_LUMO (alpha / beta) (eV): -0.42 / -2.57
F_max (Eh/bohr): 0.0969
Highest occupied orbital energy (alpha / beta) (eV): -8.198 / -8.175
Gap between HOMO and LUMO (alpha / beta) (eV): 7.776 / 5.606
Expectation value of S²: 0.757
DFT total energy (Eh): -3418.34362

***

A 5-piece molecular cluster, C15H34N7O4 overall in a non-equilibrium geometry. Source: the OMol25 dataset; level of theory: the ωB97M-V functional and the def2-TZVPD basis.

Geometry as ORCA input:
```
! wB97M-V def2-TZVPD RIJCOSX def2/J DEFGRID3
* xyz 1 1
O 1.477 0.229 3.000
O -1.281 2.512 -1.146
O 0.380 3.586 -6.800
O -3.038 -5.895 6.111
N 2.229 2.142 2.113
N -0.763 2.203 -3.310
N 1.838 -4.435 3.192
N -3.075 -3.800 5.336
N -0.059 -3.489 4.138
N 2.482 4.327 -7.052
N 1.046 -2.374 2.382
C 2.184 3.331 1.277
C 1.291 1.191 2.239
C 1.480 3.451 -7.315
C 3.138 -4.161 3.471
C -3.589 -2.462 5.126
C -4.957 -4.591 6.712
C -3.628 -4.833 6.044
C 3.836 4.327 -7.571
C 0.922 -3.396 3.233
C -2.634 0.952 -2.353
C -1.506 1.949 -2.213
C -0.893 1.639 -4.645
C 0.031 1.356 1.434
C 1.779 2.316 -8.267
C 4.276 -3.877 3.716
H -2.196 -4.063 4.921
H 4.036 5.247 -8.121
H 1.552 -5.355 2.889
H -3.132 0.867 -1.392
H 0.268 -3.842 5.033
H 3.983 3.487 -8.241
H 1.252 3.373 0.723
H 0.029 1.131 -4.929
H 2.065 2.694 -9.249
H 0.880 1.716 -8.371
H 0.300 -1.692 2.471
H -1.077 2.431 -5.368
H -3.739 -2.265 4.062
H 4.559 4.251 -6.758
H -4.887 -3.782 7.440
H 3.050 1.990 2.679
H -2.901 -1.710 5.521
H 1.941 -1.883 2.475
H 5.262 -3.555 3.958
H -2.256 -0.028 -2.648
H -0.037 2.886 -3.161
H -0.639 0.523 1.635
H 3.011 3.322 0.567
H 0.245 1.384 0.367
H 2.585 1.687 -7.887
H -4.541 -2.342 5.631
H -5.247 -5.502 7.225
H 2.217 5.064 -6.418
H -1.710 0.926 -4.676
H -0.483 2.279 1.696
H -0.541 -2.609 4.297
H -5.723 -4.338 5.979
H 2.266 4.227 1.892
H -3.358 1.284 -3.097
*
```

E_LUMO (eV): -4.01
F_max (Eh/bohr): 0.0261
Highest occupied orbital energy (eV): -11.203
Gap between HOMO and LUMO (eV): 7.190
DFT total energy (Eh): -1275.95274